Record 1
A cluster of 2 separate species, C3H10N2O2 in total at a distorted geometry. Source: OMol25; level of theory: wB97M-V/def2-TZVPD.

Structure (ORCA input):
```
! RIJCOSX wB97M-V def2-TZVPD def2/J DEFGRID3
* xyz 0 1
C -0.52 -1.77 0.56
N 0.29 -0.73 1.27
C -0.38 0.51 1.58
C 0.24 1.67 0.86
N -0.06 1.78 -0.51
O 0.93 2.48 1.43
H -1.40 -2.01 1.16
H 0.16 -2.58 0.35
H -0.77 -1.31 -0.42
H 0.86 -1.21 1.95
H -0.33 0.64 2.67
H -1.50 0.43 1.41
H -0.55 0.98 -0.85
H 0.16 2.56 -1.11
O 0.67 -0.22 -3.40
H 0.63 -1.02 -3.92
H 1.56 -0.20 -3.03
*
```

Energy above the lowest of the compared OMol25 structures with the same formula, charge and spin (eV): 1.453
Energy (eV): -10348.0348
HOMO energy (eV): -8.70
E_LUMO (eV): 0.7
M (Da): 106.12
Structure (SMILES): CNCC(N)=O.O

Here is what Mulliken gives for the atomic charges, in e:
1 C -0.88
2 N -0.29
3 C -0.54
4 C 0.45
5 N -0.30
6 O -0.60
7 H 0.30
8 H 0.35
9 H 0.24
10 H 0.24
11 H 0.35
12 H 0.33
13 H 0.15
14 H 0.21
15 O -0.63
16 H 0.31
17 H 0.33

=====

Record 2
A cluster of 2 separate species, C3H10N2O2 in total at a distorted geometry. Source: OMol25; level of theory: wB97M-V/def2-TZVPD.

Structure (ORCA input):
```
! RIJCOSX wB97M-V def2-TZVPD def2/J DEFGRID3
* xyz 0 1
C -1.62 -2.21 -0.05
C -1.39 -0.79 0.53
N -0.02 -0.36 0.34
C 0.38 0.73 -0.40
N -0.62 1.51 -0.95
O 1.55 0.94 -0.59
H -0.71 -2.51 -0.57
H -2.47 -2.40 -0.72
H -1.81 -2.91 0.76
H -2.12 -0.17 0.04
H -1.69 -0.83 1.58
H 0.67 -1.07 0.54
H -0.30 2.39 -1.29
H -1.54 1.12 -0.97
O 4.29 2.01 0.52
H 3.99 2.76 1.06
H 3.41 1.78 0.15
*
```

Energy above the lowest of the compared OMol25 structures with the same formula, charge and spin (eV): 0.609
Energy (eV): -10348.8785
HOMO energy (eV): -9.85
E_LUMO (eV): 0.7
M (Da): 106.12
Structure (SMILES): CCNC(N)=O.O

Here is what Mulliken gives for the atomic charges, in e:
1 C -1.00
2 C -0.29
3 N -0.20
4 C 0.53
5 N -0.33
6 O -0.68
7 H 0.31
8 H 0.31
9 H 0.29
10 H 0.12
11 H 0.28
12 H 0.25
13 H 0.22
14 H 0.17
15 O -0.64
16 H 0.30
17 H 0.37

=====

Record 3
A cluster of 2 separate species, C3H10N2O2 in total at a distorted geometry. Source: OMol25; level of theory: wB97M-V/def2-TZVPD.

Structure (ORCA input):
```
! RIJCOSX wB97M-V def2-TZVPD def2/J DEFGRID3
* xyz 0 1
N 0.70 -1.53 -2.07
C 0.60 -0.22 -1.45
N -0.23 0.00 -0.28
C 0.21 -0.68 0.92
C -0.70 -0.28 2.09
O -0.42 -0.47 3.23
H 1.46 -2.14 -1.83
H -0.13 -2.02 -2.39
H 0.23 0.44 -2.24
H 1.60 -0.05 -1.04
H -1.23 0.02 -0.42
H 0.25 -1.77 0.93
H 1.18 -0.25 1.19
H -1.62 0.25 1.80
O -0.32 2.97 0.67
H -0.60 2.09 0.39
H -1.00 3.65 0.51
*
```

Energy above the lowest of the compared OMol25 structures with the same formula, charge and spin (eV): 2.163
Energy (eV): -10347.3248
HOMO energy (eV): -9.28
E_LUMO (eV): 0.8
M (Da): 106.12
Structure (SMILES): NCNCC=O.O

Here is what Mulliken gives for the atomic charges, in e:
1 N -0.45
2 C -0.57
3 N -0.23
4 C -0.52
5 C -0.01
6 O -0.46
7 H 0.20
8 H 0.17
9 H 0.31
10 H 0.32
11 H 0.30
12 H 0.32
13 H 0.33
14 H 0.28
15 O -0.65
16 H 0.35
17 H 0.32

=====

Record 4
An isolated molecule of C3H10N2O2 at a distorted geometry. Source: OMol25; level of theory: wB97M-V/def2-TZVPD.

Structure (ORCA input):
```
! RIJCOSX wB97M-V def2-TZVPD def2/J DEFGRID3
* xyz 0 1
C -1.63 -0.18 1.59
O -1.36 0.14 0.18
C -0.15 -0.22 -0.31
N -0.26 -1.22 -1.44
N 0.89 -1.44 -2.20
O 0.57 0.95 -0.70
C 0.93 1.63 0.45
H -2.75 -0.30 1.74
H -1.23 0.56 2.26
H -1.12 -1.07 1.87
H 0.56 -0.60 0.38
H -0.87 -0.71 -2.11
H 1.49 -0.63 -2.37
H 1.49 -2.13 -1.86
H 0.25 1.54 1.34
H 1.40 2.65 0.28
H 1.78 1.03 0.90
*
```

Energy above the lowest of the compared OMol25 structures with the same formula, charge and spin (eV): 3.867
Energy (eV): -10345.6203
HOMO energy (eV): -9.26
E_LUMO (eV): 1.0
M (Da): 106.12
Structure (SMILES): COC(NN)OC

Here is what Mulliken gives for the atomic charges, in e:
1 C -0.71
2 O -0.38
3 C -0.01
4 N -0.30
5 N -0.53
6 O -0.39
7 C -0.52
8 H 0.23
9 H 0.30
10 H 0.35
11 H 0.52
12 H 0.30
13 H 0.26
14 H 0.22
15 H 0.10
16 H 0.29
17 H 0.28

=====

Record 5
An isolated molecule of C3H10N2O2Si at a distorted geometry. Source: OMol25; level of theory: wB97M-V/def2-TZVPD.

Structure (ORCA input):
```
! RIJCOSX wB97M-V def2-TZVPD def2/J DEFGRID3
* xyz 0 1
N -1.45 0.78 -0.45
C -0.61 0.16 0.50
C -0.29 1.32 1.64
O -0.93 2.30 1.83
O 0.87 1.19 2.32
C 0.65 -0.20 -0.21
N 1.37 -1.14 0.77
Si -0.09 -0.87 -1.84
H -2.36 0.98 -0.05
H -1.14 1.58 -1.08
H -1.09 -0.70 0.94
H 1.39 0.39 2.11
H 1.43 0.61 -0.45
H 0.70 -1.94 0.73
H 2.14 -1.54 0.23
H -1.61 -1.23 -1.84
H 0.72 -1.90 -2.35
H 0.29 0.21 -2.80
*
```

Energy above the lowest of the compared OMol25 structures with the same formula, charge and spin (eV): 2.501
Energy (eV): -18224.5363
HOMO energy (eV): -9.34
E_LUMO (eV): 0.6
M (Da): 134.21
Structure (SMILES): N[C@H](C(=O)O)[C@@H](N)[SiH3]

Here is what Mulliken gives for the atomic charges, in e:
1 N -0.51
2 C -0.07
3 C 0.48
4 O -0.54
5 O -0.52
6 C -0.40
7 N -0.67
8 Si 0.47
9 H 0.22
10 H 0.24
11 H 0.37
12 H 0.43
13 H 0.39
14 H 0.29
15 H 0.29
16 H -0.08
17 H -0.26
18 H -0.12

=====

Record 6
A cluster of 2 separate species, C3H10N2O2Si in total at a distorted geometry. Source: OMol25; level of theory: wB97M-V/def2-TZVPD.

Structure (ORCA input):
```
! RIJCOSX wB97M-V def2-TZVPD def2/J DEFGRID3
* xyz 0 1
C 1.99 0.88 -2.06
C -0.55 0.88 0.71
C 0.13 0.01 -0.34
N 0.48 1.54 1.52
N 1.16 -0.93 0.36
O 2.62 -0.10 -1.94
O 1.64 1.95 -2.25
Si -0.96 -0.77 -1.61
H -1.25 1.59 0.37
H -1.13 0.27 1.52
H 1.15 2.05 0.87
H -0.03 2.31 2.04
H 1.79 -1.21 -0.42
H 1.58 -0.22 0.95
H 0.60 -1.63 0.71
H -0.88 -2.17 -1.23
H -2.30 -0.01 -1.75
H -0.55 -0.70 -3.01
*
```

Energy above the lowest of the compared OMol25 structures with the same formula, charge and spin (eV): 3.761
Energy (eV): -18223.2767
HOMO energy (eV): -7.00
E_LUMO (eV): 0.6
M (Da): 134.21

Here is what Mulliken gives for the atomic charges, in e:
1 C 0.80
2 C -0.82
3 C -0.27
4 N -0.66
5 N -0.25
6 O -0.53
7 O -0.36
8 Si 0.28
9 H 0.47
10 H 0.20
11 H 0.20
12 H 0.29
13 H 0.38
14 H 0.41
15 H 0.32
16 H -0.18
17 H -0.11
18 H -0.17

=====

Question: What is the energy in the sixth record?
Answer: -18223.2767 eV